# 1
DFT (the ωB97M-V functional and the def2-TZVPD basis) results for a single C20H21ClO3 molecule.

Each line ends with the natural charge from an NBO analysis.
Element x y z (Å)
1 Cl -6.188883 -2.635457 0.908480  0.018
2 O 0.451727 3.484596 -0.226390  -0.600
3 O -0.350269 2.834970 1.763006  -0.503
4 O -3.265255 2.695548 -1.804710  -0.525
5 C -3.551788 0.567079 -0.839632  -0.110
6 C 5.042733 -1.753876 0.622936  -0.595
7 C -2.742984 1.678358 -1.410478  0.571
8 C -5.695165 -0.132806 0.033201  -0.240
9 C -3.058898 -0.721628 -0.633968  -0.185
10 C 0.442331 -0.746136 0.841063  -0.159
11 C -0.664861 1.344569 -0.027106  -0.336
12 C 2.622639 -1.446957 0.077822  -0.002
13 C 3.766513 -2.429631 0.116879  -0.238
14 C 1.495978 -1.643016 0.864922  -0.219
15 C -3.869652 -1.704326 -0.099547  -0.248
16 C 1.615711 0.575224 -0.769575  -0.151
17 C -4.879076 0.840838 -0.504832  -0.165
18 C 0.160824 4.024811 2.351026  -0.262
19 C 0.489798 0.369982 0.018985  -0.058
20 C 3.993834 -3.056692 -1.260260  -0.595
21 C -1.242243 1.482138 -1.448973  -0.513
22 C -5.182912 -1.406277 0.236088  -0.007
23 C -0.128522 2.683871 0.455042  0.813
24 C 2.666007 -0.321143 -0.737608  -0.233
25 H 3.504217 -3.230637 0.817225  0.201
26 H -0.233474 4.900689 1.832446  0.197
27 H 4.778317 -3.808175 -1.205539  0.209
28 H -0.422951 -0.917041 1.466106  0.206
29 H 5.845898 -2.482594 0.707153  0.208
30 H -0.790936 2.348423 -1.937448  0.263
31 H 4.873655 -1.309787 1.601540  0.212
32 H 1.669845 1.449837 -1.399839  0.220
33 H -2.043609 -0.975252 -0.895144  0.223
34 H -1.433214 1.020876 0.680003  0.241
35 H 3.082468 -3.532938 -1.615491  0.212
36 H -1.009060 0.593816 -2.037980  0.233
37 H -3.488509 -2.701399 0.056850  0.230
38 H -5.253649 1.839130 -0.675145  0.241
39 H 5.361394 -0.969503 -0.058845  0.202
40 H -6.718608 0.086569 0.293474  0.231
41 H -0.162022 4.014739 3.388565  0.197
42 H 1.250651 4.038165 2.287967  0.193
43 H 1.439381 -2.509104 1.509256  0.209
44 H 3.530860 -0.136912 -1.356889  0.211
45 H 4.291763 -2.302956 -1.984618  0.202

Forces on atoms 1 to 6 (eV/Å):
-0.11 -0.14 0.08
0.06 0.13 -0.05
-0.18 -0.27 0.12
-0.02 0.02 0.05
-0.55 -0.22 0.13
-0.17 -0.19 0.07

Values from the calculation:
Net charge: 0
SMILES: COC(=O)[C@@H](CC(=O)c1ccc(Cl)cc1)c1ccc(C(C)C)cc1
Total energy: -39746.5989 eV
Frontier orbital gap: 0.3358 Eh
Energy relative to the best compared isomer or geometry (same formula, charge and spin): 0.032 eV
LUMO level: 0.0491 eV

# 2
DFT (the ωB97M-V functional and the def2-TZVPD basis) results for a molecular structure, C20H21F2N7SZn.

Each line ends with the natural charge from an NBO analysis.
Element x y z (Å)
1 Zn 1.784987 -0.449537 0.147030  1.461
2 S 2.154425 0.495185 -2.081968  -0.390
3 F 1.292647 -1.774232 2.606312  -0.416
4 F 3.456989 -1.304241 2.357816  -0.420
5 N -0.251629 -1.036562 -0.163985  -0.576
6 N 5.300760 -2.441038 -0.291458  -0.466
7 N -6.592500 -0.001261 0.068629  -0.446
8 N -6.677195 -1.023005 2.218317  -0.443
9 N 1.275500 3.045186 -1.950916  -0.500
10 N 2.831902 -2.345061 -0.462508  -0.547
11 N 1.543979 1.821131 0.072270  -0.637
12 C -5.271601 0.165744 0.192273  0.192
13 C -2.827758 -1.808320 -0.780879  -0.140
14 C 3.984137 -2.404645 -0.374447  0.550
15 C 0.818881 4.076074 0.153577  -0.357
16 C 1.619969 1.926668 -1.278852  0.253
17 C -1.140957 -0.146532 -0.609420  0.133
18 C -2.451906 -0.477100 -0.920291  -0.139
19 C 2.168135 -0.774918 2.128926  0.008
20 C -7.219469 -0.589878 1.083076  0.255
21 C -0.627228 -2.308978 -0.020725  0.061
22 C -5.364092 -0.827031 2.336974  0.074
23 C -3.379658 0.567551 -1.415050  -0.164
24 C 5.993610 -1.250169 0.205472  -0.391
25 C 5.996732 -3.721803 -0.248128  -0.391
26 C 1.154401 2.890811 0.762869  0.093
27 C -4.599663 0.821806 -0.953700  -0.203
28 C -4.607166 -0.231885 1.347057  -0.295
29 C -1.907076 -2.733074 -0.324023  -0.240
30 C 0.472109 5.325354 -2.010260  -0.652
31 C 0.881387 4.100426 -1.243874  0.286
32 H 2.084901 0.026204 2.868006  0.107
33 H -2.172909 -3.774428 -0.204613  0.229
34 H 5.328975 -0.393361 0.142546  0.233
35 H 6.871399 -1.059747 -0.411649  0.202
36 H 6.951796 -3.619121 -0.761216  0.207
37 H 6.296794 -1.387866 1.243991  0.203
38 H 0.520571 4.943590 0.726750  0.223
39 H -3.544137 -0.073558 1.469560  0.233
40 H -3.838235 -2.109549 -1.032728  0.229
41 H 6.176086 -4.042227 0.780670  0.198
42 H 5.406158 -4.478006 -0.758378  0.222
43 H 0.131493 -2.990403 0.344737  0.229
44 H -0.796107 0.875936 -0.723777  0.204
45 H -0.608016 5.469749 -1.927198  0.227
46 H 0.732187 5.207063 -3.059591  0.240
47 H -4.906168 -1.162162 3.261858  0.201
48 H -8.290173 -0.725895 0.974578  0.182
49 H 1.115948 2.776753 1.841689  0.200
50 H -3.016811 1.151076 -2.256394  0.226
51 H -5.210572 1.560356 -1.460039  0.232
52 H 0.954166 6.218926 -1.608907  0.223

Forces on atoms 1 to 6 (eV/Å):
-0.10 0.28 -0.07
-0.05 0.00 0.33
0.14 0.14 -0.06
-0.11 0.06 -0.02
-0.05 0.10 -0.08
-0.13 0.14 -0.11

Values from the calculation:
Net charge: 0
Total energy: -96199.5360 eV
Frontier orbital gap: 0.2805 Eh
LUMO level: -0.1653 eV

# 3
DFT (the ωB97M-V functional and the def2-TZVPD basis) results for a gas-phase ion, C20H21F6N4 (charge +1) in a non-equilibrium geometry.

Each line ends with the natural charge from an NBO analysis.
Element x y z (Å)
1 F 3.524973 1.326601 -6.283206  -0.320
2 F -2.248443 -4.313416 5.586119  -0.314
3 F -1.935044 -3.115138 3.793889  -0.340
4 F 1.783829 -0.051296 -6.124998  -0.335
5 F 2.842754 0.712902 -4.310473  -0.337
6 F -0.715234 -4.936859 4.125248  -0.330
7 N 0.205458 1.948488 -4.825133  -0.490
8 N -3.969307 3.362970 -0.403660  0.334
9 N -3.190122 2.676035 0.077507  0.129
10 N 0.761400 -2.616959 4.409474  -0.473
11 C -2.324109 1.533204 0.834993  -0.178
12 C 0.504410 -1.626848 3.526702  0.307
13 C -1.286931 -3.854087 4.748504  0.961
14 C 1.869081 -3.553803 4.268868  -0.405
15 C -0.259400 0.314101 1.639692  -0.092
16 C 0.188414 0.563970 -2.858208  -0.151
17 C -0.099002 1.524569 -0.657952  -0.045
18 C -0.243519 -2.996492 5.393915  -0.293
19 C 2.398772 1.050717 -5.562981  0.961
20 C 0.179721 1.848043 -3.442193  0.168
21 C 0.631185 -1.897789 2.149695  -0.252
22 C 0.150249 2.976260 -2.577859  -0.224
23 C -0.902981 1.493824 -5.672511  -0.392
24 C 0.238755 0.415016 -1.470797  -0.205
25 C 0.056101 -0.357369 3.964151  -0.272
26 C 0.019878 2.802297 -1.208559  -0.223
27 C -0.203188 0.609629 3.010490  -0.173
28 C 0.157905 -0.968543 1.228512  -0.174
29 C -0.812587 1.448478 0.720128  -0.265
30 C 1.452635 2.235770 -5.474115  -0.281
31 H -2.731514 0.619405 0.409085  0.268
32 H 0.254707 -3.615949 6.152279  0.235
33 H 0.081442 -1.334185 0.202104  0.216
34 H 2.047516 -3.986049 5.270532  0.214
35 H 1.974173 3.030942 -4.941679  0.227
36 H 1.020617 -2.856077 1.824332  0.231
37 H -0.861981 0.382082 -5.835166  0.193
38 H 2.755324 -2.989267 3.933661  0.214
39 H 0.007018 3.668096 -0.527345  0.218
40 H -2.720086 1.662748 1.876907  0.281
41 H 0.195700 3.974271 -3.004309  0.231
42 H 0.548700 -0.558826 -1.115111  0.220
43 H 0.000851 -0.129867 5.016458  0.229
44 H 0.229407 -0.306444 -3.513702  0.227
45 H 1.229734 2.491344 -6.497804  0.226
46 H -1.860437 1.774196 -5.189375  0.203
47 H -0.652385 2.413438 1.255619  0.220
48 H -0.433674 1.645577 3.312712  0.206
49 H -0.784848 2.028410 -6.626090  0.212
50 H -0.704761 -2.100471 5.850495  0.232
51 H 1.628845 -4.367649 3.541153  0.198

Forces on atoms 1 to 6 (eV/Å):
-1.19 -0.24 0.37
0.89 0.26 -0.40
0.29 -0.68 0.31
0.80 1.15 0.73
-0.45 -0.18 -0.92
-0.71 0.96 0.55

Values from the calculation:
Net charge: +1
SMILES: CN(CC(F)(F)F)c1ccc(C(C[N+]#N)c2ccc(N(C)CC(F)(F)F)cc2)cc1
Total energy: -43336.6372 eV
Frontier orbital gap: 0.2031 Eh
LUMO level: -5.1850 eV

Among the records above, which one has the lowest LUMO level?
C20H21F6N4